Entry 1:
Below is C30H40AsAuO3SSi as an isolated structure in a non-equilibrium geometry, with properties calculated with ωB97M-V/def2-TZVPD.

Structure (XYZ):
```
77
Properties=species:S:1:pos:R:3:forces:R:3
Au 0.81829 0.69310 -1.20782 -1.868 -0.981 -0.707
C 6.96360 3.38538 -2.43959 -1.450 0.664 0.068
C 5.73037 3.88031 -2.92547 0.787 -1.429 0.274
C 4.53139 3.27849 -2.52135 0.132 0.823 0.381
C 4.51733 2.32808 -1.48212 0.368 0.373 -0.251
C 5.76758 1.79212 -1.04393 -1.561 0.790 0.650
C 6.95336 2.33745 -1.54784 -0.545 -0.188 0.741
As 2.63123 2.20742 -0.70254 1.857 -0.262 0.843
C 2.79162 2.55492 1.26303 0.917 0.115 0.178
C 2.94606 3.78294 1.88923 1.681 0.318 0.528
C 3.48257 3.86411 3.19746 -1.328 0.354 -0.003
C 3.65782 2.71626 3.97937 0.783 0.595 0.218
C 3.55775 1.49704 3.36979 0.011 -0.974 -1.053
C 3.12897 1.43435 2.02574 -0.257 -0.677 0.016
C 3.18041 0.19766 1.24922 -0.270 -1.409 -0.138
C 3.59575 -1.02269 1.81977 0.828 -1.182 -0.709
C 3.97704 -2.14645 1.02747 -1.417 2.063 0.468
C 3.82396 -2.04009 -0.37273 0.779 -0.789 0.523
C 3.43579 -0.84668 -0.94390 -0.860 1.988 -0.700
C 2.94278 0.26738 -0.14686 1.571 -1.269 0.053
H 7.90282 3.90287 -2.54870 0.033 0.108 -0.622
H 5.71620 4.69096 -3.61776 -0.066 0.466 -0.356
H 3.59183 3.72177 -2.90076 0.532 -0.438 0.279
H 5.77124 1.15377 -0.14148 0.126 0.098 -0.780
H 7.88846 2.10714 -1.07666 0.296 -0.553 0.103
H 3.02372 4.68503 1.30695 -0.617 0.317 -0.164
H 3.68618 4.86211 3.60932 -0.072 -0.537 -0.162
H 4.04814 2.72440 5.00614 -0.213 0.423 -0.502
H 3.99529 0.59208 3.83819 -0.772 0.722 -0.167
H 3.71926 -1.14530 2.90413 -0.051 0.310 -0.545
H 4.35828 -2.99184 1.58992 -0.124 -0.234 -0.570
H 4.06788 -2.89903 -1.01671 0.083 0.586 0.300
H 3.58484 -0.66212 -2.04939 -0.644 -0.530 1.297
C -5.02421 0.20442 -3.20665 -0.203 0.078 -0.590
C -4.95200 -0.87532 -2.13221 -0.115 -0.526 0.346
C -4.48652 -2.21523 -2.72941 -0.240 -0.586 -0.361
C -6.29085 -1.01885 -1.39362 0.584 -2.007 0.562
O -4.04745 -0.47879 -1.07586 -0.651 0.138 -0.372
Si -2.49257 -0.69202 -0.68408 0.829 -0.879 -2.506
S -1.33888 0.23587 -2.23031 0.895 0.649 0.641
O -2.23727 -0.21487 0.79550 -0.161 1.033 2.530
C -2.71250 0.92500 1.63414 0.753 -1.371 -1.157
C -1.92545 2.12887 1.11323 -1.047 0.498 -0.281
C -2.35473 0.54699 3.06997 0.956 -0.611 -0.232
C -4.19433 1.03081 1.51039 -1.712 -0.662 0.115
O -1.99402 -2.23387 -0.86810 -0.441 -1.439 0.413
C -1.79499 -3.48282 -0.09780 -0.607 1.476 -0.737
C -0.50440 -3.21584 0.60844 1.319 -0.966 0.763
C -2.91892 -3.70838 0.89563 -0.514 -1.087 -0.416
C -1.68590 -4.59044 -1.13534 -0.449 -1.189 -0.104
H -5.81951 0.01043 -3.97605 0.618 -0.136 0.791
H -4.06395 0.27552 -3.75137 -0.386 0.194 0.406
H -5.29025 1.15044 -2.72317 0.288 0.007 -0.178
H -5.20321 -2.59584 -3.50289 0.365 0.446 0.653
H -4.40822 -3.00607 -1.93501 0.092 0.815 -0.733
H -3.51620 -2.08353 -3.25734 -0.465 -0.163 0.563
H -7.11592 -1.30695 -2.04174 -0.164 0.621 -0.185
H -6.46384 -0.20544 -0.70518 -0.325 0.559 -0.309
H -6.20551 -1.90891 -0.71765 0.142 0.567 -0.383
H -0.85535 1.91040 1.19350 -0.169 0.282 -0.037
H -2.22978 3.01041 1.69748 0.457 -0.113 0.044
H -2.20263 2.37964 0.05033 0.384 -0.556 0.937
H -1.27996 0.67106 3.14431 0.379 -0.160 0.215
H -2.56904 -0.51233 3.37200 -0.192 1.014 -0.561
H -2.77359 1.24313 3.77526 -0.437 0.224 0.289
H -4.58395 1.36576 0.53699 0.432 -0.546 0.107
H -4.56784 1.78726 2.19224 0.035 0.106 0.468
H -4.66349 0.03095 1.81953 0.528 1.409 -0.625
H -0.46410 -2.20391 1.05464 -0.102 -0.570 -0.258
H 0.24452 -3.32309 -0.19329 0.250 0.329 0.639
H -0.29838 -3.98524 1.41459 -0.119 0.762 -0.867
H -2.92567 -2.81114 1.50684 -0.390 -0.090 0.419
H -2.62319 -4.62444 1.49697 -0.656 1.086 -0.476
H -3.93162 -3.87622 0.38984 1.382 0.254 0.733
H -1.00384 -4.33652 -1.93892 0.367 0.254 0.083
H -2.66275 -4.70322 -1.64729 0.366 -0.158 0.438
H -1.35557 -5.60058 -0.71870 -0.544 1.356 -0.278
```
Forces are in eV/Å.

Computed properties:
Orbital gap (eV): 6.92
Largest force on an atom (eV/Å): 2.78
E (eV): -121148.3459
HOMO level (eV): -7.491
LUMO energy (eV): -0.57

Löwdin atomic charge list, values in e, 2 entries: 0.380, -0.084


Entry 2:
Below is C30H40AuBN5S2 as an isolated structure, with properties calculated with ωB97M-V/def2-TZVPD.

Structure (XYZ):
```
79
Properties=species:S:1:pos:R:3:forces:R:3
Au -1.29689 0.32625 0.33735 0.068 0.003 -0.058
C 5.05138 0.43694 -0.00758 -0.015 0.024 0.007
C 4.04741 1.26885 -0.81367 0.042 -0.052 0.050
C 3.17787 2.11162 0.11861 -0.001 -0.029 0.014
C 3.32625 0.43747 -1.87047 0.000 0.043 -0.029
C 4.02502 0.28227 -3.06779 -0.004 0.000 -0.009
C 3.49479 -0.39637 -4.14610 -0.006 0.009 -0.001
C 2.21018 -0.90245 -4.05757 -0.008 -0.017 0.021
C 1.46584 -0.76690 -2.89416 0.008 -0.007 -0.013
C 0.06813 -1.35232 -2.83571 0.009 -0.001 0.017
C -0.78328 -0.91534 -4.02819 0.025 -0.016 -0.021
C 0.11038 -2.87538 -2.71000 0.019 -0.012 0.013
C 2.04832 -0.13839 -1.77984 -0.077 0.041 0.030
N 1.26982 -0.07725 -0.58184 0.035 -0.042 -0.007
C 1.71457 -0.67379 0.45448 -0.004 0.032 0.017
C 1.02650 -0.68711 1.72471 -0.002 0.056 -0.044
C 1.45662 -1.20029 2.92697 0.005 -0.015 -0.003
C 0.40873 -1.03471 3.85243 0.014 -0.002 0.022
C -0.65838 -0.43877 3.20526 0.004 0.043 -0.005
N -0.24445 -0.17005 1.92257 -0.050 -0.094 -0.008
C -2.04296 -0.16338 3.76439 -0.001 -0.003 0.020
C -2.45110 1.30718 3.61888 -0.014 0.003 0.005
C -2.04473 -0.50866 5.25750 0.009 0.007 -0.008
C -3.10366 -1.04048 3.08010 -0.006 0.009 -0.005
H 5.66371 1.08450 0.62285 0.001 0.002 -0.002
H 5.71498 -0.12653 -0.66297 0.000 0.001 -0.007
H 4.54187 -0.27358 0.64561 0.024 0.004 0.008
H 4.63850 1.97830 -1.39859 -0.005 -0.001 -0.004
H 2.85696 1.53702 0.98693 -0.027 0.027 0.002
H 2.29178 2.49196 -0.39363 0.015 -0.003 -0.033
H 3.75562 2.96144 0.48743 0.005 0.000 -0.002
H 5.01232 0.72303 -3.14790 0.003 -0.007 0.000
H 4.06849 -0.51139 -5.05592 0.000 0.000 -0.001
H 1.78540 -1.42475 -4.90518 -0.008 0.004 -0.010
H -0.40619 -0.96884 -1.93315 -0.009 0.002 0.009
H -0.35510 -1.24298 -4.97512 0.006 -0.016 -0.010
H -0.87718 0.17352 -4.07354 0.018 -0.009 -0.003
H -1.78050 -1.35812 -3.96822 0.020 0.011 0.007
H 0.58709 -3.32250 -3.58468 0.001 0.001 0.003
H -0.89502 -3.29101 -2.62159 -0.022 -0.014 -0.008
H 0.67153 -3.18469 -1.82685 0.008 0.003 -0.003
H 2.65994 -1.21993 0.43443 -0.016 -0.018 0.001
H 2.42093 -1.64855 3.10694 -0.001 -0.005 -0.005
H 0.42370 -1.33482 4.88566 -0.005 0.004 0.005
H -1.83231 1.95430 4.24283 0.000 0.003 -0.004
H -3.48374 1.43084 3.94927 -0.003 0.001 -0.007
H -2.39951 1.65551 2.58285 -0.001 0.008 0.017
H -1.29990 0.07172 5.80381 0.002 -0.002 -0.001
H -1.84686 -1.56849 5.41840 -0.004 -0.001 -0.001
H -3.02499 -0.28399 5.67882 -0.001 0.002 0.000
H -3.31845 -0.71447 2.06121 0.006 -0.010 0.014
H -4.03743 -0.97386 3.64084 0.002 -0.002 0.007
H -2.79599 -2.08612 3.04637 -0.001 -0.001 -0.005
C -3.79369 -0.96321 -2.07165 0.009 0.002 0.006
C -3.18892 0.39141 -2.18076 -0.026 0.032 -0.017
N -2.32497 0.95264 -1.35920 -0.095 0.001 0.062
C -2.01412 2.25712 -1.71216 0.013 -0.009 0.006
C -2.63821 2.68339 -2.83135 -0.003 0.001 -0.014
S -3.63874 1.44312 -3.44283 0.019 -0.010 0.006
C -1.12796 2.97269 -0.80573 0.013 -0.021 -0.013
C -0.63154 4.22502 -0.89371 -0.013 0.006 0.022
S 0.30545 4.57043 0.48894 0.008 0.002 -0.006
C 0.02593 3.02337 1.13565 -0.059 0.037 0.024
N -0.75173 2.30008 0.35049 0.045 -0.016 0.014
C 0.61795 2.65806 2.44963 0.013 -0.028 -0.013
H -3.13693 -1.64430 -1.54219 0.022 -0.010 -0.019
H -4.00035 -1.36355 -3.06223 -0.031 0.016 -0.007
H -4.74006 -0.89719 -1.53116 0.020 -0.008 0.043
H -2.56944 3.64648 -3.30844 -0.001 0.001 -0.001
H -0.77369 4.94332 -1.68332 -0.003 0.003 0.002
H 1.25236 3.46921 2.80183 -0.004 0.001 0.004
H 1.20973 1.74895 2.37279 0.018 -0.006 -0.008
H -0.16839 2.47951 3.17894 -0.002 0.007 -0.003
B -1.43119 -4.24937 0.59356 -0.025 0.003 -0.009
C -1.59496 -2.71864 0.41742 0.028 0.006 -0.034
N -1.74093 -1.57945 0.24675 0.003 0.025 -0.021
H -0.23578 -4.41834 0.67344 0.005 0.004 -0.002
H -1.90195 -4.74363 -0.40456 -0.005 -0.006 0.007
H -2.02397 -4.54366 1.60256 -0.002 0.005 0.000
```
Forces are in eV/Å.

Computed properties:
Orbital gap (eV): 6.34
Largest force on an atom (eV/Å): 0.11
Energy relative to the best compared isomer or geometry (same formula, charge and spin) (eV): 0.000
Net charge: +1
E (eV): -65242.4564
HOMO level (eV): -10.574
LUMO energy (eV): -4.23

Löwdin atomic charge list, values in e, 2 entries: 1.392, -0.050


Entry 3:
Below is a 5-piece molecular cluster, C30H40BrF5NO6 overall, with properties calculated with ωB97M-V/def2-TZVPD.

Structure (XYZ):
```
83
Properties=species:S:1:pos:R:3:forces:R:3
O 4.00689 1.51102 0.19033 -0.297 -0.145 0.088
C 2.83675 1.29717 0.29981 0.490 0.095 0.086
O 2.15215 1.16989 1.45459 -0.026 -0.268 -0.494
C 1.99157 1.12742 -0.93596 -0.206 -0.143 -0.066
C 2.17447 -0.02117 -1.69649 -0.078 0.262 -0.184
C 1.43880 -0.17620 -2.84197 0.121 -0.069 0.181
N 0.55369 0.76436 -3.22701 -0.131 -0.003 -0.088
Br -0.31165 0.40823 -4.83805 0.034 -0.032 -0.001
C 0.32863 1.88544 -2.50528 0.180 0.133 0.120
C -0.68641 2.96356 -2.93172 0.033 0.076 0.062
F -0.36811 3.37194 -4.18471 -0.006 -0.090 0.009
F -0.45618 4.01856 -2.10162 0.000 -0.001 -0.160
C -2.12880 2.55785 -2.81387 -0.235 -0.064 -0.050
C -2.90219 2.28506 -3.93799 0.088 0.006 -0.103
C -4.22882 1.92287 -3.79706 -0.038 -0.001 0.248
C -4.80016 1.84868 -2.53173 0.066 0.022 -0.261
C -4.03293 2.15545 -1.42114 -0.132 -0.189 0.081
C -4.64009 2.13520 -0.04474 -0.191 0.096 0.039
F -5.86539 1.59884 -0.04113 0.106 -0.002 0.019
F -4.74771 3.38562 0.44580 0.058 -0.095 0.028
F -3.88332 1.43386 0.82047 0.005 0.057 -0.032
C -2.69926 2.49864 -1.55056 0.211 -0.024 -0.047
C 1.05437 2.06820 -1.34585 0.143 -0.155 0.185
H 2.33650 0.29711 1.85909 -0.266 0.081 0.564
H 2.88448 -0.78800 -1.43502 0.072 0.031 0.014
H 1.54561 -1.04922 -3.46617 -0.086 0.010 -0.127
H -2.46102 2.35808 -4.92002 -0.037 0.079 -0.059
H -4.83839 1.69853 -4.65870 0.010 0.039 -0.106
H -5.83982 1.57515 -2.44294 -0.073 0.072 0.122
H -2.10883 2.72618 -0.67337 -0.020 0.038 0.082
H 0.90183 2.95946 -0.76082 -0.097 0.087 -0.019
C 0.65835 -0.72559 5.53990 -0.004 -0.112 -0.023
C 2.11469 -1.19161 5.53457 -0.050 0.203 -0.087
C 2.24006 -1.78534 4.14121 0.078 -0.256 -0.014
O 1.34184 -1.04417 3.29619 0.228 0.310 -0.234
C 0.47782 -0.23308 4.11000 -0.010 0.081 0.082
H 0.44708 0.04652 6.27688 0.016 0.016 -0.004
H -0.00361 -1.57183 5.73259 -0.016 0.011 0.000
H 2.78216 -0.33398 5.64369 0.013 -0.012 0.004
H 2.35130 -1.90776 6.31840 -0.029 -0.023 -0.004
H 1.92771 -2.83410 4.12540 0.040 -0.005 0.036
H 3.24780 -1.72521 3.73030 -0.008 -0.035 -0.017
H 0.77983 0.81435 4.00777 -0.015 0.000 0.027
H -0.54584 -0.33475 3.75005 0.018 -0.032 -0.052
C 7.45651 -3.75830 2.17554 -0.049 0.019 -0.100
C 7.53536 -2.23895 2.30131 0.014 -0.022 0.095
C 6.07437 -1.84041 2.15303 -0.050 0.019 -0.081
O 5.30097 -2.92236 2.68447 0.230 0.057 0.080
C 6.15025 -4.06075 2.89551 0.021 0.011 0.086
H 8.30574 -4.27959 2.61232 0.007 0.009 0.019
H 7.38460 -4.04503 1.12390 0.000 -0.015 0.005
H 7.90123 -1.96450 3.29234 -0.003 0.019 -0.001
H 8.17711 -1.76729 1.55967 -0.005 -0.013 -0.021
H 5.80353 -1.70346 1.09841 0.044 0.033 0.005
H 5.82812 -0.92587 2.69492 -0.044 -0.011 0.007
H 6.30398 -4.18615 3.97095 0.025 -0.025 -0.003
H 5.65018 -4.95216 2.51245 -0.049 0.019 0.007
C 2.81624 -5.51758 0.36544 0.111 0.058 -0.089
C 2.96241 -4.08830 0.88503 -0.124 -0.028 0.114
C 3.22448 -3.32851 -0.40252 0.144 -0.045 -0.023
O 2.53140 -4.01416 -1.44199 -0.045 0.074 -0.046
C 2.09499 -5.29430 -0.95920 -0.095 -0.033 0.086
H 2.26767 -6.17490 1.03712 -0.024 0.013 0.001
H 3.80141 -5.95547 0.18841 -0.013 -0.016 -0.003
H 2.02250 -3.75362 1.33259 -0.007 0.000 -0.015
H 3.75755 -3.93187 1.61341 -0.138 -0.083 -0.099
H 4.29459 -3.30780 -0.64277 -0.001 0.041 0.033
H 2.85913 -2.29914 -0.35612 0.000 -0.094 0.113
H 1.01004 -5.26284 -0.81815 0.003 -0.024 0.011
H 2.32429 -6.05099 -1.70863 0.025 0.040 -0.036
C -8.20888 5.54998 -2.91202 -0.046 -0.016 -0.078
C -9.34582 4.67840 -2.38157 0.060 -0.001 0.082
C -9.00649 3.32415 -2.98796 -0.048 0.032 -0.073
O -7.57743 3.27928 -3.09219 0.068 -0.048 -0.006
C -7.03383 4.58380 -2.86570 0.000 -0.007 0.095
H -8.03502 6.45000 -2.32528 -0.004 -0.006 0.022
H -8.41348 5.84826 -3.94211 0.014 0.002 -0.003
H -9.30152 4.62727 -1.29185 -0.009 -0.010 0.001
H -10.33627 5.02833 -2.66555 0.002 0.010 -0.023
H -9.43287 3.21868 -3.99032 -0.025 0.007 0.012
H -9.34448 2.48610 -2.37843 0.043 -0.022 0.003
H -6.54987 4.59710 -1.88192 0.009 0.042 -0.004
H -6.27863 4.79173 -3.62561 -0.001 -0.037 -0.015
```
Forces are in eV/Å.

Computed properties:
Orbital gap (eV): 6.86
Largest force on an atom (eV/Å): 0.63
Energy relative to the best compared isomer or geometry (same formula, charge and spin) (eV): 0.000
Net charge: +1
E (eV): -129155.7092
HOMO level (eV): -11.330
LUMO energy (eV): -4.47

Löwdin atomic charge list, values in e, 2 entries: 0.196, -0.464